Record 1
49
Properties=species:S:1:pos:R:3:lowdin_charge:R:1 method="wB97M-V/def2-TZVPD" total_charge=+2 fmax_ha_per_bohr=0.013 e_above_lowest_kj_mol=0.0
C -0.085 -1.035 -2.665 -0.030
C -1.385 -1.061 -1.885 -0.343
C -1.327 -0.214 -0.618 -0.162
C -0.442 -0.835 0.444 -0.101
C -0.298 -0.248 1.637 -0.131
N 0.421 -0.730 2.720 0.002
C 1.034 -2.000 2.765 -0.165
N -2.473 -0.497 -2.757 0.194
H 0.141 -0.014 -2.980 0.087
H -0.082 -1.668 -3.552 0.095
H 0.732 -1.386 -2.034 0.069
H -1.660 -2.086 -1.635 0.159
H -2.336 -0.079 -0.225 0.104
H -0.951 0.782 -0.878 0.117
H 0.009 -1.791 0.209 0.094
H -0.777 0.698 1.855 0.139
H 0.526 -0.146 3.540 0.151
H 0.458 -2.757 2.240 0.138
H 1.199 -2.294 3.794 0.143
H -2.294 0.502 -2.970 0.112
H -2.572 -0.998 -3.638 0.173
H -3.400 -0.552 -2.265 0.104
H 1.865 4.072 1.542 0.071
H 1.286 4.181 0.128 0.010
O 1.448 3.541 0.857 -0.058
H -1.596 2.631 -4.023 0.072
H -1.560 2.930 -2.530 0.079
O -1.537 2.195 -3.169 -0.041
H -5.526 -0.520 -1.113 0.084
H -4.379 -1.219 -0.235 0.018
O -4.624 -0.869 -1.121 -0.058
H -3.072 -1.579 1.855 0.051
H -4.491 -2.194 1.987 0.085
O -3.853 -1.838 1.350 -0.038
H 2.445 -2.367 1.269 0.074
H 2.967 -0.855 2.261 0.064
O 2.397 -2.025 2.201 -0.031
H 2.385 2.164 0.405 0.053
H 2.027 0.747 -0.166 0.069
O 2.764 1.270 0.169 0.004
H 0.537 6.085 -0.950 0.082
H 1.978 5.750 -1.373 0.069
O 1.140 5.351 -1.146 -0.030
H 3.395 -2.985 -0.794 0.092
H 2.209 -3.867 -0.417 0.076
O 2.509 -2.958 -0.394 -0.026
H 4.459 -0.058 2.138 0.134
H 3.219 0.662 1.353 0.051
O 3.516 0.139 2.239 0.097

=====

Record 2
50
Properties=species:S:1:pos:R:3:lowdin_charge:R:1 method="wB97M-V/def2-TZVPD" total_charge=+1 fmax_ha_per_bohr=0.060 e_above_lowest_kj_mol=271.0
C -1.928 -0.696 -1.437 -0.128
C -2.800 0.157 -0.542 -0.132
C -2.734 -0.350 0.952 -0.164
N 0.191 1.826 2.168 0.090
C -0.750 1.255 1.353 -0.184
C -1.536 0.206 1.666 -0.311
C -1.327 -0.322 3.088 -0.067
N -0.682 -1.302 -0.799 0.168
H -2.373 -1.459 -2.072 0.127
H -1.440 -0.019 -2.155 0.104
H -2.441 1.171 -0.423 0.085
H -3.855 0.174 -0.808 0.123
H -3.560 0.015 1.560 0.125
H -2.808 -1.443 0.993 0.105
H 0.481 2.751 1.943 0.066
H 0.157 1.598 3.144 0.078
H -0.929 1.710 0.382 0.089
H -1.198 0.262 3.999 0.081
H -0.424 -0.939 3.027 0.061
H -2.166 -1.021 3.164 0.070
H -0.126 -0.476 -0.535 0.094
H -0.152 -1.928 -1.382 0.110
H -0.967 -1.644 0.114 0.083
H -0.749 -4.864 -0.519 0.055
H -1.386 -4.383 -1.745 0.059
O -1.122 -4.050 -0.876 -0.045
H 2.574 3.181 -0.199 0.019
H 3.757 3.124 -1.137 0.064
O 2.812 2.941 -1.122 -0.067
H 1.728 1.665 -1.378 0.007
H 0.240 1.564 -1.584 -0.015
O 0.986 1.020 -1.352 -0.055
H -1.439 -3.801 1.867 0.053
H -0.340 -3.206 2.644 0.054
O -1.068 -2.943 2.083 -0.043
H -0.558 2.819 -2.293 -0.002
H -0.405 4.328 -1.668 0.057
O -0.919 3.531 -1.801 -0.018
H 4.420 1.097 -0.726 0.025
H 3.924 -0.223 -0.335 0.038
O 4.258 0.588 0.069 -0.038
H 2.954 2.091 1.343 0.049
H 3.257 3.568 1.693 0.081
O 2.536 2.946 1.534 -0.056
H 1.043 -0.525 -4.288 0.042
H 0.272 -1.871 -4.613 0.038
O 0.361 -1.138 -4.007 -0.044
H 1.810 -2.003 1.061 0.048
H 2.589 -2.722 -0.188 0.040
O 1.831 -2.261 0.140 -0.023

=====

Record 3
53
Properties=species:S:1:pos:R:3:lowdin_charge:R:1 method="wB97M-V/def2-TZVPD" total_charge=0 fmax_ha_per_bohr=0.053 smiles="C=N/C=C/C[C@H](C)N.O.O.O.O.O.O.O.O.O.O.O" e_above_lowest_kj_mol=0.0
C -0.057 -3.808 -0.133 -0.034
N 0.781 -2.917 -0.433 0.019
C 0.965 -1.718 0.292 -0.208
C 0.861 -0.514 -0.241 -0.131
C 0.875 0.756 0.524 -0.131
C 1.882 1.801 -0.160 -0.389
C 3.000 2.314 0.792 -0.039
N 1.030 2.785 -0.844 0.017
H -0.964 -3.734 0.503 0.087
H -0.207 -4.633 -0.829 0.070
H 1.374 -1.979 1.297 0.109
H 0.588 -0.415 -1.288 0.085
H -0.134 1.170 0.393 0.094
H 1.061 0.837 1.601 0.116
H 2.311 1.082 -0.870 0.103
H 2.655 2.710 1.735 0.069
H 3.559 3.099 0.268 0.075
H 3.579 1.396 1.024 0.082
H 1.467 3.702 -0.809 0.080
H 0.054 2.988 -0.618 0.076
O 0.485 1.103 -3.145 -0.095
H 1.385 0.776 -2.962 0.008
H 0.471 1.821 -2.464 0.019
O -0.182 -1.577 3.133 -0.064
H -0.496 -1.341 2.243 -0.004
H -1.044 -1.478 3.567 0.064
O -4.518 -0.129 0.172 -0.047
H -3.974 0.149 -0.575 0.021
H -4.338 0.453 0.920 0.033
O 3.529 -1.608 0.917 -0.078
H 3.168 -1.191 1.723 -0.013
H 4.427 -1.907 1.077 0.044
O -2.192 0.610 -2.299 -0.079
H -2.509 0.920 -3.157 0.093
H -1.202 0.561 -2.496 0.060
O -2.774 -1.899 -1.755 -0.070
H -3.623 -1.536 -1.494 0.013
H -2.228 -1.113 -1.987 0.003
O 2.518 -0.712 -2.877 -0.044
H 3.364 -1.043 -2.562 0.065
H 1.874 -1.302 -2.463 0.034
O -2.930 1.534 2.118 -0.057
H -2.328 0.842 1.818 -0.002
H -2.858 2.133 1.359 0.018
O 2.652 -0.984 3.387 -0.068
H 1.720 -0.916 3.101 0.004
H 2.384 -1.588 4.098 0.071
O -2.900 2.831 -0.850 -0.067
H -2.382 2.135 -1.300 -0.009
H -3.291 3.328 -1.578 0.049
O -2.161 -1.114 1.018 -0.079
H -1.624 -1.568 0.363 0.003
H -3.107 -1.111 0.744 0.026

=====

Record 4
54
Properties=species:S:1:pos:R:3:lowdin_charge:R:1 method="wB97M-V/def2-TZVPD" total_charge=0 fmax_ha_per_bohr=0.082 smiles=OCCO.OCCO.OCCO.O.O.O.O.O.O.O.O e_above_lowest_kj_mol=130.0
O -2.736 -1.617 -0.983 -0.050
C -3.754 -0.893 -1.550 -0.274
C -3.471 -0.596 -3.023 -0.201
O -2.235 0.134 -3.035 -0.066
H -1.909 -1.203 -1.202 0.034
H -4.680 -1.458 -1.578 0.118
H -3.898 0.001 -0.946 0.115
H -4.240 0.033 -3.578 0.135
H -3.289 -1.515 -3.605 0.124
H -1.869 -0.058 -3.863 0.046
O -1.865 0.398 3.147 -0.090
C -2.071 0.524 1.743 -0.198
C -0.767 0.209 1.018 -0.270
O -0.908 0.379 -0.322 -0.107
H -1.235 1.066 3.515 0.060
H -2.780 -0.220 1.480 0.106
H -2.508 1.528 1.494 0.145
H -0.503 -0.843 1.218 0.117
H 0.035 0.833 1.395 0.100
H -1.469 1.190 -0.492 0.118
O 2.863 -1.588 -4.597 -0.073
C 2.154 -2.000 -3.520 -0.291
C 1.264 -0.850 -2.999 -0.228
O 0.629 -1.380 -1.883 -0.103
H 3.364 -2.368 -4.966 0.126
H 1.638 -2.980 -3.643 0.136
H 2.956 -2.180 -2.819 0.108
H 0.370 -0.560 -3.563 0.111
H 1.836 0.096 -2.722 0.126
H 0.089 -0.671 -1.464 0.052
O -0.635 3.167 -0.772 -0.080
H 0.236 2.754 -0.945 -0.008
H -0.721 3.099 0.189 -0.005
O 2.635 0.674 3.148 -0.033
H 2.834 0.409 2.249 0.003
H 3.181 0.079 3.651 0.056
O 1.305 -2.606 1.166 -0.041
H 0.982 -2.394 2.055 0.020
H 0.589 -2.799 0.567 0.048
O 0.255 3.278 1.980 -0.040
H 0.361 2.855 2.859 0.008
H 1.103 3.510 1.668 0.026
O 0.339 1.721 4.229 -0.054
H 1.044 1.268 3.751 0.002
H 0.822 2.059 4.988 0.084
O 0.255 -1.614 3.825 -0.062
H -0.588 -1.088 3.719 0.050
H 0.674 -1.260 4.606 0.032
O 1.790 1.985 -0.893 -0.039
H 2.511 2.116 -1.487 0.046
H 2.023 1.133 -0.474 0.016
O 2.636 -0.248 0.596 -0.038
H 3.253 -0.480 -0.088 0.071
H 2.110 -1.038 0.732 0.012

=====

| no. | lowest unoccupied orbital energy (eV) | HOMO level (eV) | HOMO-LUMO gap (eV) |
| --- | --- | --- | --- |
| 1 | -4.71 | -14.183 | 9.47 |
| 2 | -2.50 | -10.081 | 7.58 |
| 3 | 0.13 | -8.716 | 8.84 |
| 4 | 0.06 | -9.785 | 9.85 |